Entry 1:
DFT (ωB97M-V/def2-TZVPD) results for a structure of composition C40H27F9N4PS3Zr at a distorted geometry.

Summary:
E_tot = -4241.32203 a.u.
Energy above the lowest of the compared OMol25 structures with the same formula, charge and spin = 0.00 kcal/mol
Charge = +1
HOMO-LUMO gap = 6.23 eV
Largest force on an atom = 0.0257 Eh/bohr

XYZ file:
```
85
Properties=species:S:1:pos:R:3:forces:R:3:mulliken_charge:R:1
Zr -0.79643 -1.96212 0.40129 0.323 -1.280 0.056 0.0709
S -1.08808 -3.39873 2.35854 0.104 0.026 -0.024 -0.5443
S 1.15940 -3.41066 -0.06770 0.037 0.115 0.223 -0.2552
S -1.91753 -3.17104 -1.50870 -0.044 0.415 0.042 -0.4389
P 1.08515 -0.03344 -0.30871 0.543 0.134 -0.029 2.5560
F 6.44574 0.04818 3.73693 -0.008 0.033 0.088 -0.2508
F 0.86859 0.14186 -6.98261 -0.096 0.003 -0.051 -0.2475
F -1.54510 6.15814 0.29049 -0.040 0.045 -0.039 -0.2754
F 7.04385 -1.53934 2.40280 0.050 -0.063 0.005 -0.2471
F 7.45491 0.52003 1.88261 0.056 0.041 -0.014 -0.2804
F -0.24653 6.17703 2.02078 0.024 0.052 0.048 -0.2784
F 2.73848 1.19721 -6.73615 0.039 0.041 -0.044 -0.2712
F 2.70630 -0.96777 -6.75061 0.037 -0.039 -0.060 -0.2564
F -2.14472 5.14562 2.10433 -0.098 -0.002 0.076 -0.2466
N -2.99166 -0.63352 -1.60704 0.415 -0.152 0.452 -1.3944
N -1.11003 -0.29600 1.96743 -0.233 0.000 0.150 0.4732
N -2.32472 -0.50406 -0.40298 -0.646 0.475 -0.423 1.6812
N -3.47386 -2.02026 -3.30450 0.043 -0.153 0.019 -0.4230
C -0.91896 3.52513 -0.30435 -0.022 -0.112 -0.097 -0.9869
C -4.89995 1.54366 0.83104 -0.070 -0.042 0.052 -0.1547
C 6.55434 -0.29233 2.44349 -0.064 0.000 -0.078 0.7671
C 1.38206 0.03619 -2.10616 0.056 0.083 -0.026 0.9558
C -5.94129 3.09699 -0.67255 0.024 0.030 -0.009 -0.5426
C 0.54503 3.55316 1.60407 0.086 -0.068 0.066 -1.2485
C 2.05071 1.24449 -4.08929 -0.007 0.079 0.078 -1.2181
C 2.72456 -0.15587 0.50979 0.087 0.097 -0.249 -0.0111
C -0.41418 2.28681 -0.67028 -0.050 0.096 -0.045 -0.5968
C -0.54149 -6.06865 2.52063 0.003 0.023 -0.013 -0.7750
C 5.01399 0.61054 0.66266 -0.032 0.037 -0.047 -1.0420
C -0.44777 4.14504 0.84200 -0.009 -0.005 0.007 0.1018
C 1.81786 1.21080 -2.72283 -0.007 0.042 -0.050 -0.0816
C 1.05556 2.31578 1.23342 -0.015 0.048 0.034 -0.8542
C -2.84800 -1.82015 -2.13385 -0.184 -0.084 -0.280 0.5590
C -2.01917 0.65065 1.64579 -0.201 -0.203 -0.342 1.1569
C 1.40887 -1.06755 -4.25014 -0.046 -0.087 0.025 -1.2797
C -0.24297 -4.87746 1.85491 -0.133 0.028 0.059 0.7655
C 1.37265 -6.06090 0.51095 -0.012 -0.013 0.008 -0.8699
C -1.62418 1.76879 3.71678 -0.145 0.207 -0.030 -0.9254
C 1.17414 -1.10070 -2.88482 -0.018 -0.013 -0.010 -0.6380
C -2.72367 0.47891 0.33860 0.159 0.272 0.168 -0.2962
C -2.28589 1.70017 2.49532 0.037 0.321 0.184 -0.6352
C -0.48864 -0.23257 3.15168 -0.022 0.040 -0.264 -0.2714
C 0.57087 1.66862 0.09934 -0.057 -0.015 0.073 0.3758
C 1.07656 -7.23348 1.18038 -0.013 0.007 0.021 -0.6632
C 0.11477 -7.23852 2.18756 0.022 -0.003 -0.020 -0.5637
C 5.21617 -0.21968 1.75297 0.002 0.034 -0.012 0.3717
C -3.82689 1.39628 -0.04454 0.010 -0.012 0.208 -0.1242
C -0.71984 0.78523 4.05601 0.100 -0.059 0.130 -1.1031
C 4.18794 -1.01696 2.22535 -0.075 -0.083 0.020 -1.3774
C 0.71814 -4.87208 0.84250 0.052 -0.040 -0.167 0.9378
C -1.08930 5.42381 1.30863 0.116 -0.055 -0.060 0.7501
C -3.82643 2.10193 -1.24787 -0.022 -0.014 0.015 -0.3000
C 2.95185 -0.99249 1.59865 -0.096 -0.013 0.076 -0.1525
C 2.04692 0.12338 -6.34054 0.054 -0.006 0.118 0.8369
C -4.87073 2.95884 -1.55064 -0.040 -0.023 0.019 -0.9500
C 1.84493 0.10287 -4.84672 -0.009 0.015 -0.010 0.2667
C -5.95954 2.38179 0.51482 0.011 0.003 -0.030 -0.9500
C 3.77037 0.64402 0.04992 0.042 0.039 -0.036 -0.1174
H 5.82265 1.22533 0.29170 -0.027 -0.008 -0.003 0.5215
H 0.20786 -1.02783 3.36359 0.070 -0.102 0.032 0.4700
H 1.83320 1.86152 1.83536 -0.021 0.006 -0.018 0.5391
H 0.91896 4.05338 2.48934 -0.001 -0.028 -0.043 0.4756
H 2.18251 -1.66291 1.94938 -0.128 -0.038 0.017 0.3308
H -4.92464 0.97908 1.75651 0.003 0.018 -0.020 0.5543
H 2.11435 -6.05214 -0.27900 -0.038 0.008 0.038 0.4627
H -0.19050 0.79254 4.99940 -0.038 0.010 -0.037 0.4814
H 1.95714 2.11759 -2.14647 0.010 -0.037 -0.012 0.4989
H 0.82279 -2.02364 -2.44476 0.000 -0.068 0.086 0.2667
H -3.50004 -2.93496 -3.71646 0.015 -0.006 -0.015 0.2261
H -6.79590 2.47253 1.19579 0.026 -0.001 -0.021 0.4458
H -1.29426 -6.06584 3.29986 0.035 0.019 -0.037 0.4489
H 1.24606 -1.95450 -4.84942 0.008 0.015 0.026 0.4419
H -4.86246 3.50520 -2.48617 0.006 -0.017 0.054 0.4550
H -3.02187 1.96341 -1.95490 0.005 0.001 -0.004 0.5739
H 1.59412 -8.14679 0.91534 -0.021 0.032 0.014 0.3774
H -1.68902 3.99986 -0.89834 0.027 -0.013 0.000 0.5823
H 3.63044 1.29902 -0.80069 -0.007 -0.022 0.018 0.3300
H -0.12359 -8.15623 2.71126 0.016 0.050 -0.029 0.3871
H -0.78859 1.79962 -1.56491 0.028 0.023 0.033 0.9147
H -4.08528 -1.30262 -3.65527 -0.008 0.014 -0.009 0.2219
H -2.98551 2.46832 2.20185 0.002 -0.006 0.030 0.6648
H 4.35617 -1.67606 3.06869 -0.020 0.023 -0.034 0.4272
H 2.38627 2.15731 -4.56373 -0.005 -0.029 0.029 0.4908
H -6.76285 3.75873 -0.91836 0.043 -0.031 0.002 0.4389
H -1.82118 2.59447 4.39153 0.000 -0.053 -0.057 0.4848
```
Positions in Å, forces in eV/Å.

Entry 2:
DFT (ωB97M-V/def2-TZVPD) results for an isolated molecule of C9H11BrN2O at a distorted geometry.

Summary:
E_tot = -3108.16570 a.u.
Structure (SMILES) = COC(/C=N\C(C)=C\Br)=C(\C)C#N
Energy above the lowest of the compared OMol25 structures with the same formula, charge and spin = 76.90 kcal/mol
Charge = 0
HOMO-LUMO gap = 8.53 eV
Largest force on an atom = 0.1157 Eh/bohr

XYZ file:
```
24
Properties=species:S:1:pos:R:3:forces:R:3:mulliken_charge:R:1
Br -1.04230 3.09443 -1.83480 0.033 -0.149 0.043 -0.1458
O 1.73122 -0.74026 -0.03010 -0.316 -0.196 -0.087 -0.4368
N -1.30466 0.46913 3.23153 0.463 0.019 0.152 -0.5172
N -1.60149 -0.70782 -0.31400 0.729 -2.020 1.582 -0.3253
C 0.89758 0.04261 1.98548 0.844 0.069 0.056 0.6481
C 2.27047 0.62952 2.48702 -2.898 2.181 -3.919 -1.2802
C -0.92403 1.52625 -0.81573 -0.663 -1.985 -0.020 -0.4495
C -1.53766 0.33546 -1.14247 1.330 3.688 -1.270 0.9730
C -0.26885 0.28677 2.75300 -0.984 -0.087 0.039 0.0458
C -2.41155 0.27253 -2.33020 -0.940 -2.592 -2.134 -1.4806
C 0.69944 -0.61480 0.80696 -0.301 1.179 0.576 0.5074
C -0.68767 -1.12228 0.46068 -0.724 -1.413 1.227 -0.3551
C 1.59206 -1.47265 -1.24292 -3.180 4.662 -1.887 -0.8471
H 2.50634 0.18743 3.39229 1.166 -0.929 1.443 0.3959
H -1.02766 -1.99511 1.09469 0.619 0.932 -0.506 0.3750
H -1.99442 0.16874 -3.37093 0.422 0.903 1.141 0.2980
H -3.08755 -0.65106 -2.42155 0.782 1.298 1.127 0.2964
H 0.87803 -2.23215 -1.23224 -1.106 -1.364 0.443 0.4161
H -0.42431 1.62587 0.13330 0.079 0.231 0.015 0.3350
H 2.84020 0.50089 1.54028 0.728 -0.135 1.438 0.2973
H 2.12759 1.77017 2.60444 0.242 -1.786 0.061 0.2788
H 2.52369 -1.79482 -1.36292 3.679 -1.627 -1.253 0.3824
H -2.99114 1.14658 -2.21508 -1.117 0.913 -0.756 0.3866
H 1.23667 -0.72544 -2.17671 1.111 -1.794 2.488 0.2018
```
Positions in Å, forces in eV/Å.

- Among the records above, which one has the highest E_tot?
  C9H11BrN2O